# 1
10
Properties=species:S:1:pos:R:3:mulliken_spin:R:1 method="wB97M-V/def2-TZVPD" homo_energy_ev="-14.279 / -14.278" e_above_lowest_kj_mol=274.2 total_charge=+1 energy_ha=-476.64475 spin_multiplicity=2
Tl 2.238 -1.187 0.128 0.00
O 0.707 -2.108 0.758 -0.02
O -2.860 1.297 -1.464 0.25
C -0.421 -1.435 0.939 -0.02
C -2.120 1.588 -0.475 -0.01
C -0.986 -0.575 0.012 -0.18
C -1.417 0.722 0.363 0.94
H -2.102 2.665 -0.176 0.00
H -0.986 -2.400 1.231 0.00
H -0.641 -0.744 -1.028 0.04

***

# 2
14
Properties=species:S:1:pos:R:3:lowdin_charge:R:1 method="wB97M-V/def2-TZVPD" homo_energy_ev="-8.402 / -8.404" e_above_lowest_kj_mol=534.2 energy_ha=-361.67738
O 1.351 -1.337 0.417 0.00
O -0.643 -1.409 2.026 -0.17
N -1.072 -0.225 1.788 -0.01
C -0.098 -0.513 -0.458 -0.05
C -0.748 0.200 0.576 -0.32
C 0.277 0.777 -1.156 -0.11
C -0.592 1.545 -0.102 -0.10
H -1.510 1.957 -0.533 0.11
H 1.527 -2.197 0.004 0.10
H -0.024 0.855 -2.205 0.11
H 1.345 0.991 -1.067 0.12
H 0.673 -1.532 1.180 0.06
H -0.073 2.329 0.458 0.11
H -0.414 -1.442 -0.928 0.14

***

# 3
40
Properties=species:S:1:pos:R:3:lowdin_charge:R:1 method="wB97M-V/def2-TZVPD" homo_energy_ev=-12.645 total_charge=+1 energy_ha=-1552.14963
Cl -5.604 0.692 2.334 0.67
P -0.396 2.865 -0.486 0.66
O -0.466 1.946 0.977 -0.18
O 0.909 3.638 -0.652 -0.29
O -0.656 1.709 -1.750 -0.18
N -3.750 2.610 -1.782 0.07
C 4.154 -3.114 1.128 -0.27
C 2.536 -0.716 -1.284 -0.11
C 3.546 -4.424 1.611 -0.11
C -4.973 1.381 0.786 -0.50
C 1.917 -1.837 0.920 -0.23
C -4.850 1.676 -1.922 0.04
C 1.849 -1.895 -0.608 -0.27
C 3.327 -1.886 1.514 -0.23
C -1.945 3.992 -0.419 -0.13
C -5.504 1.035 -0.646 0.02
C -3.214 2.971 -0.464 -0.15
C -3.783 2.393 0.872 0.03
H 1.431 -0.914 1.261 0.09
H -3.264 2.723 1.832 0.13
H 3.434 -4.424 2.698 0.08
H 0.795 -1.904 -0.908 0.10
H 2.566 -4.603 1.163 0.06
H 1.319 -2.658 1.329 0.10
H 2.280 -2.832 -0.975 0.10
H -0.428 0.994 0.684 0.08
H -1.199 2.129 -2.453 0.06
H 2.428 -0.791 -2.370 0.07
H 3.244 -1.843 2.606 0.11
H 3.604 -0.686 -1.060 0.07
H 4.300 -3.153 0.044 0.10
H -5.206 1.415 -2.985 0.15
H -3.268 3.037 -2.597 0.16
H 2.088 0.230 -0.965 0.06
H -6.347 0.281 -0.781 0.12
H 3.878 -0.986 1.221 0.10
H 5.152 -3.011 1.568 0.11
H -2.059 4.658 -1.341 0.12
H 4.192 -5.262 1.338 0.07
H -2.039 4.565 0.565 0.13

***

# 4
25
Properties=species:S:1:pos:R:3:mulliken_spin:R:1 method="wB97M-V/def2-TZVPD" homo_energy_ev="-21.242 / -21.241" total_charge=+4 energy_ha=-4337.71534 spin_multiplicity=2
Ga 0.424 0.007 0.945 0.00
Ti 5.637 1.252 1.076 1.00
Cl 4.247 -0.312 1.663 -0.08
Cl 1.879 1.149 -0.182 0.00
O -1.982 -0.056 3.024 0.00
O 8.225 -0.399 0.979 0.10
O 6.770 2.374 3.735 0.08
N -1.934 0.910 -0.848 0.00
N -1.374 -0.070 -0.065 0.00
C 7.257 0.274 0.892 -0.06
C -1.541 -2.555 0.066 0.00
C -3.725 1.260 -2.541 0.00
C -0.998 0.014 2.406 0.00
C -2.914 -0.945 -1.398 0.00
C 6.285 2.010 2.729 -0.05
C -1.938 -1.241 -0.450 0.00
C -2.905 0.424 -1.628 0.00
H -1.017 -3.116 -0.726 0.00
H -0.883 -2.503 0.948 0.00
H -3.534 -1.685 -1.871 0.00
H -1.671 1.897 -0.762 0.00
H -3.519 1.083 -3.613 0.00
H -3.546 2.318 -2.307 0.00
H -4.795 1.043 -2.403 0.00
H -2.447 -3.134 0.330 0.00

***

# 5
143
Properties=species:S:1:pos:R:3:lowdin_charge:R:1 method="wB97M-V/def2-TZVPD" homo_energy_ev=-10.607 total_charge=+1 energy_ha=-4342.51211
Cl 4.855 4.771 -2.874 0.69
Cl 5.329 1.774 -3.652 0.74
S 2.504 0.023 -3.556 0.97
F 1.456 1.431 3.058 0.00
O 9.770 3.516 -0.921 0.10
O 8.684 7.489 -1.204 0.00
O -12.310 -6.634 7.438 0.12
O -7.042 -7.835 5.482 0.01
O -1.176 4.786 -3.519 0.12
O 8.226 9.100 0.273 0.13
O -1.223 3.398 -5.254 -0.01
O -0.972 -0.044 2.293 0.10
O -8.612 -6.256 5.573 0.11
O -5.649 -5.367 1.809 -0.20
O 5.230 0.486 -0.829 -0.01
O 11.984 3.256 -0.951 0.02
O -13.890 -5.938 6.023 0.02
O 3.559 -3.436 -0.252 -0.14
N 3.566 -1.128 -0.736 -0.06
N 2.156 1.401 -1.131 0.05
C 13.151 4.047 -0.650 -0.15
C -6.755 -8.320 7.770 -0.15
C -4.723 -2.832 -0.359 -0.20
C 4.198 -0.116 -1.567 -0.42
C -0.600 0.412 -2.931 -0.22
C -3.748 -3.185 -1.497 -0.21
C 2.666 0.662 1.194 -0.05
C 2.126 -1.025 -0.543 -0.12
C -14.043 -5.790 4.602 -0.16
C 8.301 7.141 -2.543 -0.16
C -2.109 0.177 -2.698 -0.17
C 3.940 -2.475 -1.175 -0.22
C -2.617 5.273 -5.446 -0.06
C 2.288 1.879 2.040 -0.35
C -8.054 -7.536 7.578 -0.06
C 12.707 5.495 -0.833 -0.14
C 11.233 5.418 -0.436 -0.07
C 4.112 -3.258 1.045 -0.07
C -5.788 -3.908 -0.091 -0.16
C -3.424 -2.016 -2.428 -0.23
C 6.915 7.744 -2.720 -0.17
C -6.253 -5.839 2.999 -0.11
C 4.965 3.375 -0.611 -0.11
C -11.811 -6.446 5.053 -0.08
C -1.618 4.516 -4.599 -0.48
C 1.038 2.283 -1.678 -0.08
C -12.627 -5.617 4.061 -0.15
C 10.863 3.991 -0.791 -0.49
C -7.972 -7.099 6.130 -0.48
C 0.305 0.442 0.371 -0.07
C 1.780 0.361 -0.035 -0.30
C 8.010 8.593 -0.784 -0.48
C 4.119 3.490 -1.865 -0.73
C 3.467 2.637 2.640 -0.01
C -6.495 -8.839 6.359 -0.15
C -3.052 4.229 -6.478 -0.14
C -0.103 -0.402 1.557 -0.24
C -0.122 1.857 -2.615 -0.16
C 3.880 2.247 -2.755 -0.68
C -6.148 -4.113 1.381 -0.24
C -1.814 3.342 -6.571 -0.14
C -12.638 -6.367 6.321 -0.49
C 3.212 0.950 -2.150 -0.56
C 6.995 8.994 -1.844 -0.07
C -2.468 -1.019 -1.788 -0.22
H -3.347 4.643 -7.439 0.12
H -5.218 -1.891 -0.620 0.11
H -5.955 -7.641 8.066 0.12
H 3.189 2.585 -3.527 0.08
H 4.530 2.707 0.127 0.04
H 4.130 -4.237 1.517 0.10
H 6.061 0.425 -1.314 0.11
H 13.294 6.198 -0.248 0.12
H -4.166 -2.637 0.559 0.11
H 3.699 0.783 0.865 0.10
H -12.527 -5.928 3.024 0.11
H 13.947 3.740 -1.323 0.12
H 3.493 -2.592 1.651 0.07
H -6.814 -9.115 8.509 0.12
H -5.702 -3.323 1.997 0.12
H 0.350 -1.397 1.676 0.13
H 2.680 -0.233 1.816 0.14
H 12.794 5.774 -1.884 0.12
H 3.154 3.937 -1.620 0.08
H -6.562 -5.018 3.651 0.09
H -11.750 -7.496 4.759 0.13
H -2.036 2.303 -6.800 0.13
H 5.124 -2.852 0.996 0.10
H 3.557 3.637 2.219 0.08
H -6.692 -3.650 -0.643 0.11
H 10.593 6.108 -0.974 0.10
H 1.552 3.105 -2.169 0.11
H 13.452 3.831 0.377 0.13
H -14.692 -4.937 4.420 0.12
H -5.529 -6.449 3.534 0.08
H 8.306 6.055 -2.620 0.12
H -1.082 3.718 -7.288 0.13
H -7.234 -4.091 1.521 0.12
H -2.577 1.090 -2.329 0.11
H 11.086 5.557 0.636 0.14
H -5.441 -8.957 6.121 0.12
H 5.971 3.035 -0.839 0.09
H 6.659 7.936 -3.760 0.12
H -5.424 -4.868 -0.455 0.11
H -0.980 2.400 -2.217 0.11
H -0.345 0.091 -0.418 0.10
H 4.414 2.120 2.495 0.09
H 3.437 -2.732 -2.116 0.14
H 1.778 1.025 -4.054 -0.08
H 1.848 -1.741 0.230 0.12
H 7.383 9.859 -2.384 0.13
H -14.526 -6.690 4.215 0.12
H 6.190 7.046 -2.306 0.06
H -0.384 0.227 -3.984 0.09
H -8.942 -8.161 7.688 0.14
H -3.425 5.651 -4.827 0.13
H -2.574 -0.019 -3.667 0.11
H -12.333 -4.569 4.131 0.12
H 9.037 7.551 -3.238 0.13
H 0.051 2.345 -3.572 0.08
H -1.554 -1.571 -1.536 0.10
H -3.890 3.652 -6.087 0.12
H -10.810 -6.070 5.239 0.09
H -7.012 -9.780 6.161 0.13
H 2.690 2.075 -0.577 0.13
H -7.131 -6.453 2.782 0.09
H 6.058 9.267 -1.368 0.12
H -2.802 -3.502 -1.044 0.11
H -2.886 -0.673 -0.838 0.11
H -4.357 -1.505 -2.684 0.12
H 3.302 2.736 3.712 0.09
H 1.688 2.575 1.439 0.14
H -4.126 -4.028 -2.074 0.11
H -0.029 1.446 0.630 0.13
H 4.618 -0.587 -2.460 0.11
H -2.965 -2.401 -3.342 0.11
H -2.097 6.117 -5.903 0.14
H 0.630 2.746 -0.781 0.12
H 5.036 4.363 -0.157 0.09
H 1.555 -1.302 -1.433 0.10
H -8.157 -6.671 8.226 0.13
H 5.025 -2.491 -1.340 0.14
H -0.021 -0.344 -2.417 0.04

***

# 6
20
Properties=species:S:1:pos:R:3:lowdin_charge:R:1 method="wB97M-V/def2-TZVPD" homo_energy_ev=-12.778 e_above_lowest_kj_mol=421.3 smiles=CC#[N+]N[C@H](C)NC total_charge=+1 energy_ha=-361.60767
N 0.483 -1.072 0.974 0.12
N -0.066 -1.070 -0.172 0.10
N -0.269 0.683 -1.762 -0.09
C 1.081 1.226 -1.682 -0.10
C -2.258 -0.227 -0.972 -0.05
C -0.906 0.141 -0.583 -0.37
C 1.506 -0.365 3.186 0.01
C 1.193 -0.733 1.831 0.06
H 1.654 0.997 -0.814 0.05
H -0.201 -1.922 -0.603 0.14
H -0.468 -0.057 -2.554 0.17
H -2.878 0.740 -1.270 0.15
H -0.713 0.797 0.184 0.13
H 2.475 0.051 3.277 0.08
H -2.964 -0.608 -0.214 0.09
H 0.676 0.355 3.386 0.13
H 1.115 2.319 -1.827 0.09
H 1.277 -1.179 3.937 0.14
H 1.614 0.780 -2.512 0.08
H -2.349 -0.855 -1.810 0.07

***

# 7
29
Properties=species:S:1:pos:R:3:lowdin_charge:R:1 method="wB97M-V/def2-TZVPD" homo_energy_ev=-8.872 e_above_lowest_kj_mol=171.9 smiles=CNCCCCS.O.O.O energy_ha=-880.47387
S 1.363 2.451 -2.573 0.70
O 2.112 -2.773 -1.458 -0.08
O -1.405 -3.131 -0.091 -0.04
O -2.505 -0.791 -0.963 -0.05
N 0.797 0.341 1.988 -0.13
C 1.648 -0.810 1.574 -0.14
C 0.302 1.461 -1.435 -0.58
C -0.346 2.323 -0.331 -0.26
C -1.078 1.779 0.974 -0.17
C -0.564 0.369 1.433 -0.27
H 1.348 1.260 1.774 0.14
H -0.988 2.562 1.742 0.10
H 1.952 -3.658 -1.078 0.05
H -1.318 -0.124 2.035 0.10
H -1.137 -3.045 0.824 0.05
H 1.558 -2.110 -0.953 0.01
H 1.130 -1.485 0.793 0.05
H 1.041 3.624 -2.108 -0.19
H -0.518 0.956 -2.031 0.07
H -2.116 1.631 0.807 0.08
H -0.658 -0.320 0.529 0.08
H 2.551 -0.538 0.931 0.09
H -2.201 -0.829 -1.812 -0.02
H 1.960 -1.387 2.474 0.07
H 0.603 2.971 0.176 0.14
H -0.785 -2.776 -0.706 0.01
H -2.789 -1.678 -0.594 0.07
H 0.914 0.583 -1.132 0.05
H -0.873 3.144 -0.786 0.08

***

# 8
58
Properties=species:S:1:pos:R:3:lowdin_charge:R:1 method="wB97M-V/def2-TZVPD" homo_energy_ev=-3.924 total_charge=-1 energy_ha=-4453.37969
Br -1.850 -2.746 -0.889 0.62
P -0.336 0.205 0.937 0.41
F 0.246 4.116 -3.417 0.06
F 2.191 7.443 -0.296 0.06
O 2.382 -1.685 2.707 0.10
O 1.962 4.060 0.286 0.07
O 2.217 5.477 -1.410 0.12
O -3.557 1.931 -4.049 0.16
O -1.775 3.112 -3.328 0.13
O 2.459 3.250 -1.747 0.18
O -1.487 1.489 -4.815 0.06
N 0.136 1.102 -0.608 -0.22
N 0.887 -3.268 3.509 0.09
C -3.589 -0.715 -1.780 -0.18
C 0.282 -0.881 3.602 -0.21
C 1.348 -5.120 0.314 -0.09
C 1.101 -4.297 2.558 -0.25
C -2.394 2.156 -4.061 -0.56
C 1.102 -5.614 3.019 -0.05
C -0.230 2.167 -4.715 -0.05
C 2.244 4.164 -1.031 -0.55
C 1.875 5.365 0.848 -0.05
C 1.370 -6.430 0.769 -0.12
C -0.371 2.902 -3.399 -0.31
C -2.220 -0.826 -1.130 -0.80
C 1.244 -6.671 2.133 -0.11
C -2.099 -0.089 0.183 -0.40
C 1.300 -1.898 3.183 -0.45
C 1.606 6.218 -0.377 -0.31
C 1.224 -4.054 1.192 -0.03
C -0.834 -0.708 2.560 -0.36
H -1.463 -0.472 -1.828 0.06
H 0.979 0.486 1.506 -0.03
H -0.157 -1.262 4.531 0.10
H -0.826 1.493 1.490 -0.02
H 1.378 -3.511 4.362 0.13
H -3.622 -1.216 -2.747 0.06
H -0.132 2.871 -5.544 0.14
H 0.976 -5.806 4.079 0.10
H 1.242 -7.687 2.508 0.09
H -2.743 -0.601 0.909 0.06
H -1.243 -1.694 2.317 0.06
H 0.545 0.406 -1.228 0.00
H 1.089 5.398 1.596 0.14
H 1.422 -4.907 -0.745 0.10
H 0.589 1.454 -4.727 0.14
H -4.350 -1.144 -1.126 0.07
H -3.817 0.342 -1.931 0.06
H 2.834 5.638 1.293 0.14
H 0.780 0.066 3.820 0.10
H 0.150 -1.060 0.367 -0.03
H 1.473 -7.253 0.074 0.09
H -1.635 -0.131 3.031 0.06
H 0.550 6.356 -0.615 0.17
H -0.043 2.335 -2.524 0.12
H 1.193 -3.041 0.813 0.08
H 0.888 1.748 -0.394 -0.03
H -2.507 0.915 0.035 0.06

***

Repeat the fourth record exactly.
25
Properties=species:S:1:pos:R:3:mulliken_spin:R:1 method="wB97M-V/def2-TZVPD" homo_energy_ev="-21.242 / -21.241" total_charge=+4 energy_ha=-4337.71534 spin_multiplicity=2
Ga 0.424 0.007 0.945 0.00
Ti 5.637 1.252 1.076 1.00
Cl 4.247 -0.312 1.663 -0.08
Cl 1.879 1.149 -0.182 0.00
O -1.982 -0.056 3.024 0.00
O 8.225 -0.399 0.979 0.10
O 6.770 2.374 3.735 0.08
N -1.934 0.910 -0.848 0.00
N -1.374 -0.070 -0.065 0.00
C 7.257 0.274 0.892 -0.06
C -1.541 -2.555 0.066 0.00
C -3.725 1.260 -2.541 0.00
C -0.998 0.014 2.406 0.00
C -2.914 -0.945 -1.398 0.00
C 6.285 2.010 2.729 -0.05
C -1.938 -1.241 -0.450 0.00
C -2.905 0.424 -1.628 0.00
H -1.017 -3.116 -0.726 0.00
H -0.883 -2.503 0.948 0.00
H -3.534 -1.685 -1.871 0.00
H -1.671 1.897 -0.762 0.00
H -3.519 1.083 -3.613 0.00
H -3.546 2.318 -2.307 0.00
H -4.795 1.043 -2.403 0.00
H -2.447 -3.134 0.330 0.00